(1)
Molecular formula: C6H9N
Method: DFT, ωB97M-V/def2-TZVPD

Calculated values
Total energy (eV): -7853.69026
Gap between HOMO and LUMO (Ha): 0.3402
Molar mass (g mol⁻¹): 95.14
SMILES: CC1=C(C)C1.C#N
Largest force on an atom (Eh/bohr): 0.077
Total charge: 0
Energy above the lowest of the compared OMol25 structures with the same formula, charge and spin (kcal/mol): 103.1

CARTESIAN COORDINATES (ANGSTROEM)
C1 -2.283 -0.643 0.271
C2 0.664 -1.169 0.244
C3 0.672 0.279 0.538
C4 0.570 -0.089 -0.720
C5 0.759 1.242 1.598
C6 0.274 0.085 -2.106
N1 -2.272 0.472 0.068
H1 -2.519 -1.603 0.651
H2 1.582 -1.806 0.406
H3 -0.147 -1.735 0.759
H4 1.378 0.925 2.534
H5 -0.275 1.290 2.097
H6 1.062 2.143 1.095
H7 -0.671 0.753 -2.379
H8 0.186 -0.927 -2.451
H9 1.021 0.783 -2.607

(2)
Molecular formula: C37H52F9GeNO3RuS2Si3
Method: DFT, ωB97M-V/def2-TZVPD

Calculated values
Total energy (eV): -175698.21660
Gap between HOMO and LUMO (alpha / beta) (Ha): 0.2447 / 0.2026
Molar mass (g mol⁻¹): 1051.88
Spin multiplicity: 6
Largest force on an atom (Eh/bohr): 0.033
Total charge: +1
<S²>: 8.80

CARTESIAN COORDINATES (ANGSTROEM)
Ru1 -0.780 0.121 -0.793
C1 2.653 2.353 -3.942
Si1 3.380 1.867 -2.278
C2 3.320 2.966 -0.750
C3 5.187 1.398 -2.593
Ge1 1.704 0.047 -1.190
Si2 2.263 -1.819 -3.128
C4 4.135 -1.900 -2.867
C5 1.707 -3.618 -3.052
C6 1.656 -0.934 -4.685
Si3 2.969 -0.603 0.936
C7 2.651 -2.404 1.430
C8 4.816 -0.482 0.520
C9 2.618 0.658 2.309
H1 2.760 3.425 -4.120
H2 1.593 2.112 -3.990
H3 3.175 1.829 -4.743
H4 3.595 3.996 -0.984
H5 4.008 2.599 0.013
H6 2.314 2.974 -0.334
H7 5.721 2.320 -2.841
H8 5.305 0.726 -3.444
H9 5.691 0.954 -1.736
H10 4.358 -2.686 -2.144
H11 4.569 -0.969 -2.509
H12 4.630 -2.171 -3.803
H13 1.944 -4.040 -2.074
H14 2.245 -4.196 -3.809
H15 0.637 -3.750 -3.213
H16 2.427 -0.281 -5.096
H17 0.772 -0.328 -4.484
H18 1.396 -1.665 -5.454
H19 3.498 -3.021 1.124
H20 1.758 -2.811 0.961
H21 2.544 -2.503 2.512
H22 5.104 -1.178 -0.268
H23 5.395 -0.742 1.410
H24 5.107 0.526 0.224
H25 2.122 1.546 1.911
H26 3.546 0.980 2.785
H27 1.980 0.235 3.086
C10 -5.690 2.305 0.645
C11 -4.633 1.839 1.417
C12 -3.700 0.976 0.882
C13 -3.790 0.573 -0.459
C14 -4.878 1.032 -1.227
C15 -5.811 1.884 -0.675
N1 -2.805 -0.206 -1.029
C16 -3.180 -1.124 -2.011
C17 -4.304 -1.943 -1.821
C18 -4.599 -2.947 -2.721
C19 -3.812 -3.129 -3.851
C20 -2.729 -2.291 -4.079
C21 -2.408 -1.303 -3.169
H28 -6.418 2.981 1.071
H29 -4.538 2.148 2.451
H30 -2.911 0.566 1.497
H31 -4.957 0.722 -2.261
H32 -6.636 2.229 -1.283
H33 -4.898 -1.803 -0.927
H34 -5.435 -3.604 -2.525
H35 -4.049 -3.915 -4.555
H36 -2.133 -2.407 -4.975
H37 -1.576 -0.632 -3.354
C22 -0.671 -0.705 8.155
C23 -0.681 -0.356 6.699
C24 -0.755 -1.334 5.715
C25 -0.747 -1.019 4.366
C26 -0.875 -2.118 3.361
C27 -0.660 0.340 3.978
C28 -0.590 0.756 2.594
O1 -0.408 0.049 1.603
C29 -0.613 1.349 4.973
C30 -0.545 2.816 4.632
C31 -0.622 0.980 6.302
H38 -0.818 -1.772 8.310
H39 -1.452 -0.159 8.685
H40 0.282 -0.416 8.603
H41 -0.828 -2.373 6.014
H42 -1.076 -3.068 3.854
H43 0.030 -2.214 2.761
H44 -1.686 -1.906 2.667
H45 -0.676 1.843 2.449
H46 0.357 3.055 4.066
H47 -0.531 3.410 5.543
H48 -1.414 3.127 4.049
H49 -0.578 1.749 7.066
F1 0.719 4.365 -3.566
C32 0.331 4.547 -2.300
F2 -0.460 5.629 -2.248
F3 1.436 4.815 -1.590
C33 -0.414 3.294 -1.739
O2 0.341 2.180 -1.751
C34 -0.810 3.612 -0.256
F4 -1.411 2.488 0.253
F5 0.280 3.803 0.501
F6 -1.631 4.628 -0.033
C35 -1.750 3.124 -2.595
F7 -1.921 1.819 -2.900
F8 -2.859 3.506 -1.947
F9 -1.733 3.775 -3.758
C36 -0.413 -5.688 0.455
O3 0.039 -4.418 -0.022
C37 -0.833 -3.421 -0.093
S1 -2.359 -3.444 0.469
S2 -0.054 -2.112 -0.969
H50 0.448 -6.346 0.375
H51 -1.231 -6.057 -0.163
H52 -0.747 -5.617 1.490

(3)
Molecular formula: C3H3N2O3
Method: DFT, ωB97M-V/def2-TZVPD

Calculated values
Total energy (eV): -12284.12803
Gap between HOMO and LUMO (Ha): 0.2772
Molar mass (g mol⁻¹): 115.07
SMILES: O=C1NC(=O)[C@@H]([O-])N1
Largest force on an atom (Eh/bohr): 0.035
Total charge: -1
Energy above the lowest of the compared OMol25 structures with the same formula, charge and spin (kcal/mol): 0.8

CARTESIAN COORDINATES (ANGSTROEM)
C1 -0.142 0.503 -1.092
C2 0.766 -0.756 0.746
C3 -0.946 0.727 0.193
N1 0.969 -0.399 -0.517
N2 -0.435 -0.154 1.129
O1 -1.969 1.356 0.388
O2 0.229 1.377 -1.914
O3 1.435 -1.478 1.469
H1 -0.904 -0.307 -1.446
H2 1.836 -0.563 -0.999
H3 -0.839 -0.305 2.043

(4)
Molecular formula: C11H19P
Method: DFT, ωB97M-V/def2-TZVPD

Calculated values
Total energy (eV): -20999.50535
Gap between HOMO and LUMO (Ha): 0.3071
Molar mass (g mol⁻¹): 182.25
Largest force on an atom (Eh/bohr): 0.092
Total charge: 0
Energy above the lowest of the compared OMol25 structures with the same formula, charge and spin (kcal/mol): 28.3

CARTESIAN COORDINATES (ANGSTROEM)
C1 2.365 1.501 0.148
C2 3.438 0.473 -0.138
C3 2.897 -0.851 -0.666
C4 1.929 -1.564 0.312
C5 0.478 -1.470 -0.052
C6 0.465 1.069 -0.071
C7 -0.198 -0.162 0.512
C8 -2.461 1.998 -1.010
C9 -2.458 -1.265 0.939
C10 -2.381 1.200 0.285
C11 -1.640 -0.157 0.117
P1 1.260 2.487 0.786
H1 4.099 1.047 -0.802
H2 4.092 0.278 0.701
H3 2.324 -0.704 -1.594
H4 3.662 -1.589 -0.964
H5 2.063 -2.586 0.100
H6 2.085 -1.331 1.354
H7 0.253 -1.318 -1.039
H8 -0.015 -2.331 0.428
H9 0.133 1.148 -1.160
H10 -0.046 -0.049 1.579
H11 -3.537 1.922 -1.493
H12 -1.756 1.675 -1.777
H13 -2.126 3.036 -0.934
H14 -1.874 -2.156 1.095
H15 -3.423 -1.549 0.436
H16 -2.790 -0.957 1.985
H17 -1.786 1.651 1.133
H18 -3.411 1.087 0.764
H19 -1.640 -0.533 -0.971

(5)
Molecular formula: C14H25KN7OS
Method: DFT, ωB97M-V/def2-TZVPD

Calculated values
Total energy (eV): -54564.42874
Gap between HOMO and LUMO (Ha): 0.2232
Molar mass (g mol⁻¹): 378.57
Largest force on an atom (Eh/bohr): 0.045
Total charge: -1
Energy above the lowest of the compared OMol25 structures with the same formula, charge and spin (kcal/mol): 12.4

CARTESIAN COORDINATES (ANGSTROEM)
K1 0.115 -1.098 0.183
N1 -0.766 -2.656 -1.929
C1 -1.982 -2.037 -2.465
C2 -1.608 -0.757 -3.208
N2 -0.958 0.222 -2.341
C3 -1.857 1.257 -1.840
C4 -3.091 0.771 -1.092
N3 -2.749 -0.060 0.064
C5 0.258 0.839 -2.891
C6 1.352 1.047 -1.843
N4 2.280 -0.106 -1.841
H1 -0.182 -3.032 -2.666
H2 -0.957 -3.414 -1.283
H3 -2.619 -1.784 -1.618
H4 -2.553 -2.685 -3.142
H5 -2.501 -0.338 -3.696
H6 -0.914 -1.022 -4.011
H7 -2.201 1.894 -2.676
H8 -1.280 1.888 -1.159
H9 -3.742 0.206 -1.768
H10 -3.644 1.678 -0.824
H11 -3.527 -0.100 0.711
H12 -1.971 0.380 0.568
H13 0.013 1.794 -3.381
H14 0.671 0.185 -3.662
H15 0.886 1.225 -0.865
H16 1.928 1.938 -2.098
H17 1.776 -0.968 -1.666
H18 2.946 -0.021 -1.082
N5 1.753 -4.661 3.000
C7 1.532 -3.481 2.285
S1 1.542 -3.657 0.543
N6 1.417 -2.441 3.059
N7 1.114 -1.214 2.470
C8 1.566 -0.217 3.123
C9 1.335 1.210 2.826
C10 2.029 2.124 3.624
C11 1.925 3.496 3.473
C12 1.078 3.983 2.475
C13 0.368 3.113 1.670
C14 0.455 1.697 1.804
O1 -0.214 0.913 1.027
H19 1.530 -5.488 2.471
H20 1.400 -4.633 3.944
H21 2.201 -0.421 3.990
H22 2.684 1.723 4.394
H23 2.483 4.169 4.112
H24 0.974 5.053 2.330
H25 -0.296 3.486 0.897

Which of these has the lowest largest force on an atom? C37H52F9GeNO3RuS2Si3

Please write out number 1 again, unchanged.
Molecular formula: C6H9N
Method: DFT, ωB97M-V/def2-TZVPD

Calculated values
Total energy (eV): -7853.69026
Gap between HOMO and LUMO (Ha): 0.3402
Molar mass (g mol⁻¹): 95.14
SMILES: CC1=C(C)C1.C#N
Largest force on an atom (Eh/bohr): 0.077
Total charge: 0
Energy above the lowest of the compared OMol25 structures with the same formula, charge and spin (kcal/mol): 103.1

CARTESIAN COORDINATES (ANGSTROEM)
C1 -2.283 -0.643 0.271
C2 0.664 -1.169 0.244
C3 0.672 0.279 0.538
C4 0.570 -0.089 -0.720
C5 0.759 1.242 1.598
C6 0.274 0.085 -2.106
N1 -2.272 0.472 0.068
H1 -2.519 -1.603 0.651
H2 1.582 -1.806 0.406
H3 -0.147 -1.735 0.759
H4 1.378 0.925 2.534
H5 -0.275 1.290 2.097
H6 1.062 2.143 1.095
H7 -0.671 0.753 -2.379
H8 0.186 -0.927 -2.451
H9 1.021 0.783 -2.607

Look up the total energy of the third one. -12284.12803 eV